C32H41FGeN5O5W | wB97M-V/def2-TZVPD

Geometry as XYZ:
```
86
Properties=species:S:1:pos:R:3:forces:R:3
W 0.114227 -0.266003 0.775981 -0.939 -0.208 -0.082
Ge 2.484621 -0.108261 -0.779344 0.326 0.112 -0.070
F 4.166328 4.687535 3.452151 0.007 0.018 0.000
O -1.481416 1.058754 0.456563 0.019 0.156 -0.136
O 0.949646 1.492138 1.228248 0.250 -0.003 0.131
O -2.823944 -1.031425 1.629831 0.033 0.051 0.074
O -0.070314 0.736621 -1.159185 0.016 -0.373 0.099
O 0.530226 -2.090751 1.072388 0.344 0.152 0.002
N 0.479128 -2.300185 -0.339267 -0.164 0.003 -0.087
N 0.267462 5.209547 -0.361226 0.018 -0.088 0.049
N -0.339819 -0.177124 8.280181 -0.003 -0.001 -0.011
N 0.040821 -0.317438 2.938131 -0.016 -0.141 0.267
N -1.851139 -1.423903 0.792254 0.294 -0.087 0.003
C -0.164434 -0.256494 5.705024 -0.009 0.014 -0.006
C 5.124270 -0.229690 2.506289 0.037 0.050 -0.006
C 3.123290 -0.619050 0.995385 0.112 -0.042 -0.032
C -0.871792 -2.900849 -2.218336 0.066 0.064 -0.108
C 0.765859 2.720749 0.734655 -0.115 0.052 -0.104
C 4.464051 0.131944 1.175825 -0.027 -0.032 0.016
C -3.070543 -3.437274 0.059581 0.050 -0.003 -0.016
C 3.223616 4.786751 2.529875 -0.013 -0.012 -0.009
C 4.382497 -1.329769 -2.472934 0.060 0.015 -0.010
C -0.438090 4.165881 -0.770538 -0.018 0.024 -0.010
C -0.264685 -0.216800 7.135574 0.009 -0.003 -0.023
C 6.547440 -0.097773 -2.930582 -0.008 -0.004 -0.021
C -0.685607 0.636345 3.557164 -0.032 0.000 -0.052
C -0.110673 6.564779 -0.899427 -0.025 0.107 -0.039
C -1.928982 -2.480470 0.085241 -0.070 0.003 -0.038
C 1.264448 5.087576 0.594452 -0.026 -0.023 0.011
C 1.804772 7.564829 0.358513 -0.037 -0.017 0.005
C -0.206159 2.914007 -0.242115 0.079 -0.097 0.062
C 1.529395 3.819955 1.179686 0.008 0.054 -0.008
C 2.856651 -1.249609 -2.290075 -0.136 0.006 0.063
C 2.522831 3.677386 2.163454 -0.006 -0.058 0.003
C 6.453281 0.493056 2.692591 -0.024 -0.035 0.013
C 0.650839 -1.251467 3.697428 0.028 0.058 -0.091
C 2.991698 6.042162 1.948399 0.004 -0.010 0.006
C -0.760224 1.558706 -0.470223 -0.135 0.291 -0.113
C -1.212906 7.154113 -0.029945 0.035 -0.043 0.009
C 2.027450 6.215558 0.988690 0.007 0.127 -0.044
C 0.571678 -1.253124 5.070909 0.006 -0.017 0.081
C -0.720261 -2.567080 -0.787854 0.038 0.149 0.192
C 5.046484 0.023925 -2.709024 -0.027 -0.032 0.022
C -0.806648 0.702601 4.924444 -0.017 0.009 0.061
C 1.138368 7.422485 -1.000873 0.003 0.013 0.041
H 2.502272 1.402258 -1.016017 0.024 -0.004 0.052
H -3.573920 -1.651273 1.586088 -0.017 -0.012 -0.015
H 4.573346 -1.993805 -3.318779 0.026 0.027 -0.014
H 7.159751 0.221192 1.907310 -0.001 0.016 -0.003
H 1.211010 -2.014006 3.176956 0.020 -0.010 0.019
H -1.196653 4.346921 -1.520264 0.010 0.032 0.001
H 4.438659 0.024454 3.322470 -0.002 -0.009 0.003
H -0.496871 6.374307 -1.900694 0.021 -0.037 0.000
H 2.492820 -0.353162 1.850905 -0.054 -0.035 -0.011
H -0.895967 7.267599 1.006958 -0.007 0.007 -0.004
H -1.481727 8.136538 -0.415991 -0.010 0.001 0.006
H 6.322988 1.576640 2.673629 0.000 -0.002 -0.008
H 3.600373 6.879763 2.267440 0.005 -0.008 0.009
H 4.300138 1.214052 1.130755 -0.007 0.006 -0.020
H -2.106181 6.529174 -0.049757 -0.004 0.012 0.007
H 0.007707 -2.597040 -2.781819 -0.007 -0.005 0.011
H -1.769885 -2.439346 -2.631066 -0.003 -0.049 -0.026
H 1.831454 6.980453 -1.719232 0.004 -0.012 -0.014
H 2.758879 8.081836 0.265965 0.010 -0.013 -0.004
H -2.852546 -4.292893 -0.574468 -0.008 0.003 -0.002
H 2.429637 -2.228325 -2.083962 -0.003 -0.013 -0.068
H -1.401160 1.481569 5.380212 0.000 0.003 -0.011
H 6.756299 -0.704983 -3.811983 -0.002 0.001 0.003
H 2.372064 -0.806661 -3.162048 0.028 -0.072 -0.054
H 4.863585 0.682072 -1.843582 0.018 0.027 -0.011
H 7.002820 0.878608 -3.086099 0.016 -0.007 0.010
H 0.850623 8.398448 -1.389188 0.004 -0.006 -0.019
H -3.269604 -3.813830 1.066932 0.000 -0.007 -0.005
H -1.192322 1.353051 2.925767 0.009 -0.005 -0.012
H 5.277999 -1.310894 2.547199 -0.012 -0.003 0.008
H 4.841603 -1.814603 -1.604862 -0.031 -0.027 -0.003
H 1.075819 -2.019027 5.643292 0.008 -0.007 -0.022
H 5.144608 -0.116038 0.355688 0.015 0.007 -0.001
H -3.976951 -2.956770 -0.320264 0.004 0.005 -0.003
H 7.038524 -0.572126 -2.078991 -0.004 0.015 0.007
H -0.971333 -3.987248 -2.321990 -0.066 0.000 0.043
H 3.246331 -1.702947 0.997061 0.011 -0.009 0.035
H 1.190029 8.176959 1.023126 0.010 -0.012 0.016
H 2.719980 2.717427 2.618716 0.010 0.005 -0.001
H 4.579063 0.518223 -3.565719 -0.015 -0.007 0.006
H 6.906080 0.229468 3.646863 0.000 0.003 -0.001
```
Forces are in eV/Å.

For the orbital gap, the calculation gives 6.69 eV. The value obtained for the HOMO energy is -16.855 eV. The electronic energy is -112568.8036 eV. The total charge is +3.